Entry 1:
Computed, not measured: a 3-piece molecular cluster, C26H53NO8 overall, with ωB97M-V/def2-TZVPD.

**SMILES**: CCCCCCCCCCCCCCCC[C@@H](N)OC=O.CCOC(=O)OC.CCOC(=O)OC
**LUMO energy**: 0.23 eV
**F_max**: 8.923 eV/A
**Electronic energy**: -45682.513 eV

Structure (ORCA input):
```
! wB97M-V def2-TZVPD RIJCOSX def2/J DEFGRID3
* xyz 0 1
H -5.74 -1.42 -4.24
H 2.82 -2.45 -2.62
O 10.68 2.06 6.57
H 4.14 -0.76 -2.01
C 5.11 2.91 3.17
H 7.71 3.12 4.53
H -8.74 2.27 -4.00
H -10.22 -1.01 -0.61
C 11.10 -0.56 6.84
C -2.96 -4.03 -2.03
H 11.00 -1.64 6.95
H 0.16 -1.27 -1.36
O -6.29 1.86 0.90
H 2.52 -0.01 -4.06
H 6.91 4.71 2.67
H -5.59 -4.93 -2.38
H -3.34 -4.50 -1.00
C 3.29 0.04 -1.87
H -7.84 -3.46 -3.17
H 6.06 5.34 1.24
H 9.54 4.60 3.76
H 5.33 5.56 2.84
H -7.91 0.74 1.93
C -7.51 0.35 -3.99
H 1.42 -2.43 -0.57
H -8.79 -1.57 -1.32
C 8.71 3.00 4.96
H -2.54 -4.84 -2.77
C -1.77 -2.89 -1.77
C 9.74 3.55 4.00
O 8.90 1.60 5.19
H 9.74 2.97 3.07
H 4.34 1.95 -1.01
H 3.22 2.25 -2.57
C 2.12 -0.29 -2.99
H -1.86 -2.08 -2.64
C -5.67 -3.74 -2.52
H 2.77 -0.08 -0.81
O 4.33 1.83 2.89
H 4.93 1.45 -2.78
C 9.93 1.28 6.02
H -1.98 -2.29 -0.77
H 1.15 0.37 -2.83
O -7.36 -0.02 -0.20
C 4.08 0.95 3.99
H 2.13 1.80 4.39
H -7.55 2.28 -1.61
H 3.69 0.02 3.57
H -9.74 0.64 -3.57
H -8.84 -1.61 -3.88
H -4.09 -2.10 -2.46
C -7.99 -1.16 -4.53
O 5.61 3.18 4.25
H 8.70 3.55 5.91
C -7.20 0.88 0.99
C 3.04 1.54 4.94
H 2.79 0.82 5.73
C 5.92 4.88 2.22
H 5.01 0.70 4.51
H 11.13 -0.11 7.84
C 0.79 -2.25 -1.55
H -6.49 -2.44 -5.70
O 5.22 3.65 2.04
C -6.77 -3.50 -3.70
H -6.87 -4.41 -4.47
H 3.41 2.45 5.41
H -9.43 2.42 -1.54
H -6.09 -3.36 -1.47
H -6.96 0.94 -4.87
C -0.25 -3.51 -1.86
C -8.55 1.66 -1.81
H -8.31 -0.98 -5.67
C 1.78 -1.91 -2.84
H 12.03 -0.35 6.31
H -0.11 -4.36 -1.07
C -4.15 -3.23 -2.85
H -6.68 0.22 -3.15
H -0.06 -3.88 -2.96
C -8.68 0.41 -0.75
N -9.47 -0.77 -1.31
H 10.75 3.48 4.41
C 3.99 1.52 -2.05
C -8.74 1.25 -3.39
C -6.62 -2.12 -4.56
H -9.29 0.84 0.18
H 1.26 -2.35 -3.80
O 9.99 -0.08 6.09
H -3.94 -3.15 -4.01
*
```

Atom charges from the Löwdin analysis, given in e for atoms 1 to 2:
1 H 0.092
2 H 0.111

---

Entry 2:
Computed, not measured: a 4-piece molecular cluster, C26H54B2ClN2O overall, with ωB97M-V/def2-TZVPD.

**LUMO energy**: 2.31 eV
**F_max**: 1.205 eV/A
**Electronic energy**: -46745.232 eV

Structure (ORCA input):
```
! wB97M-V def2-TZVPD RIJCOSX def2/J DEFGRID3
* xyz -1 1
C -0.25 -1.75 -0.95
H 0.43 -0.01 -8.07
B -3.27 -2.67 1.15
H 2.95 2.00 -4.11
C 2.27 1.38 -4.70
C 1.20 0.48 -7.48
C -4.37 2.74 6.79
H -3.17 1.60 8.18
H -1.72 -5.36 0.06
H 7.40 0.35 -3.67
H -4.17 -0.26 5.00
Cl -3.97 -1.74 2.67
N -1.44 -2.23 -0.57
N -4.73 -0.57 -1.65
H -1.33 -1.28 2.66
H -5.19 3.47 6.84
H 6.30 0.59 0.33
C 6.07 -0.58 -2.23
H 1.64 -0.30 -6.86
H -2.59 1.44 4.09
C 2.27 1.04 -8.42
H 5.67 2.15 0.81
H -0.26 1.08 -6.03
H -5.51 0.71 8.42
C 4.20 0.59 0.79
C 0.60 -1.09 -0.09
C 0.23 -0.91 1.24
H 0.91 3.00 -5.07
H -3.03 -6.41 0.58
C 0.54 1.55 -6.61
C -2.79 -5.39 0.28
H -4.71 -1.35 -2.31
H -3.52 3.28 6.37
C -4.02 2.29 8.20
H 4.91 0.93 -3.22
C -3.75 0.50 5.66
H 6.17 2.22 -1.56
H -6.04 2.29 9.00
H -2.44 -4.99 3.19
O -3.27 -4.93 2.72
H 3.33 1.25 0.72
C -4.78 1.62 5.83
C -4.54 -1.02 -0.48
C -5.18 1.62 8.93
H -3.70 3.16 8.78
H 5.74 -1.37 -2.91
H 1.98 -0.02 -3.07
H -1.94 1.72 5.71
H -3.57 0.01 6.62
H 4.45 2.38 -1.32
C 5.44 1.26 0.22
C 1.50 2.28 -5.66
C 1.38 0.59 -3.75
H 2.90 0.69 -5.27
C 7.45 -0.08 -2.67
C 5.28 1.67 -1.25
H 7.84 0.68 -1.99
H 1.84 1.80 -9.08
H -1.75 0.15 4.93
H 2.68 0.25 -9.05
C -4.35 -2.45 -0.10
H -3.29 -5.17 -0.66
C -1.00 -1.41 1.64
H 0.88 -0.39 1.93
C -1.83 -2.06 0.70
H -4.50 -0.28 0.31
H 6.15 -1.04 -1.24
H -4.99 2.06 4.85
H -5.33 -2.82 0.23
H 0.06 2.29 -7.25
H 0.71 -0.09 -4.28
H 8.17 -0.90 -2.70
C -2.43 0.99 5.07
H 1.55 -0.71 -0.45
H -4.07 -3.01 -0.98
H 0.03 -1.90 -1.98
H 4.04 0.07 -1.97
C 5.01 0.52 -2.21
H 4.34 0.34 1.84
H 2.21 2.87 -6.24
H -5.73 1.18 6.17
H 3.09 1.50 -7.87
B -3.12 -4.35 1.43
H 3.96 -0.33 0.26
H -4.90 1.34 9.95
H 0.77 1.26 -3.14
*
```

Atom charges from the Löwdin analysis, given in e for atoms 1 to 2:
1 C -0.159
2 H 0.103

---

Entry 3:
Computed, not measured: a 12-piece molecular cluster, C26H54Cl23NO2P overall, with ωB97M-V/def2-TZVPD.

**LUMO energy**: -2.59 eV
**F_max**: 1.020 eV/A
**Electronic energy**: -330725.816 eV

Structure (ORCA input):
```
! wB97M-V def2-TZVPD RIJCOSX def2/J DEFGRID3
* xyz 1 1
H 1.57 0.43 -5.67
C -3.38 -1.28 -3.70
Cl -1.54 8.99 0.50
H 7.06 1.50 0.38
Cl -0.99 8.17 6.77
H 0.32 -10.82 -2.92
C -2.05 9.55 2.12
Cl 1.00 5.54 1.47
H 1.47 -1.97 -5.25
C -1.35 8.83 3.23
H 0.10 -6.86 -4.42
N 0.42 -3.30 0.00
C -0.79 -7.15 -2.51
Cl -2.22 -3.15 -5.31
C -3.97 5.13 13.39
H -1.60 9.29 4.18
Cl -2.15 -0.45 -7.97
H 2.55 0.09 -4.23
H 0.00 -4.96 2.96
C -1.25 -1.12 -9.36
Cl 6.87 -0.61 -0.62
H 2.58 2.83 3.26
Cl 2.63 7.69 -0.58
H -3.06 4.64 11.53
H -4.18 -0.54 -3.58
H -0.77 -2.96 -8.33
Cl 1.13 -5.28 -3.02
C 1.84 6.17 -1.06
C -0.53 -11.49 -4.78
Cl -5.47 4.85 14.31
O -1.56 -4.30 1.88
H -1.98 -1.54 -10.04
H -3.13 9.42 2.18
C 0.93 -1.29 -4.60
C 0.78 -4.17 1.18
C -1.19 6.43 7.06
Cl -3.78 2.59 12.41
Cl 1.03 -1.98 -2.94
Cl 3.06 2.17 -0.33
H 0.17 -2.66 -9.81
C -0.98 -3.68 -0.41
Cl -2.05 6.67 9.64
H -1.30 -3.09 -1.26
H 5.57 1.74 -1.62
H -4.82 4.50 11.52
H -0.08 6.75 -0.23
C 1.54 0.08 -4.64
Cl -1.68 -10.12 -4.86
C 7.34 1.11 -0.60
H 1.47 -1.76 2.20
H 1.56 6.27 -2.10
H 2.95 3.92 1.90
Cl -0.84 -0.49 -0.30
H 1.27 -12.06 -3.76
H -0.27 8.86 3.11
H 0.83 -5.19 0.79
C -3.92 4.34 12.11
H 1.17 -7.63 -3.25
P 0.86 -1.46 0.16
H -1.52 -6.34 -2.55
H 2.56 5.37 -0.96
H -3.26 6.60 7.62
C -1.94 -3.56 0.75
H -2.51 5.05 8.01
H -3.13 4.88 14.04
H -0.13 -3.21 2.91
H -2.89 -3.98 0.41
H -1.82 10.61 2.17
C 2.45 1.93 1.33
C -0.24 -4.12 2.31
H -1.36 5.97 6.08
Cl 0.57 1.26 -3.71
H -2.42 -0.77 -3.69
C -0.28 -2.20 -8.93
H -1.07 -12.34 -4.37
Cl -3.44 -2.34 -2.26
H -0.74 -0.30 -9.84
H 1.02 -3.60 -0.77
Cl 1.69 -9.91 -4.61
C 6.64 1.90 -1.67
H -3.67 -1.38 -5.81
Cl -0.34 -7.39 -0.79
H -4.49 -2.67 -4.91
Cl 7.19 1.46 -3.31
H -0.11 -1.28 -4.89
Cl -1.83 7.12 3.35
H -0.93 -4.72 -0.73
H 2.66 0.90 1.62
H 0.08 5.03 -0.63
Cl 4.81 2.59 2.55
H 1.79 -3.90 1.51
C 0.65 -11.17 -3.89
Cl 1.06 -1.52 -7.96
O 0.78 -1.26 1.75
C 3.07 2.91 2.29
C -2.35 6.13 7.97
H -3.93 6.20 13.16
H -0.22 -11.72 -5.79
H -0.26 6.05 7.47
H 8.42 1.16 -0.70
H 6.85 2.96 -1.54
H -1.27 -8.07 -2.84
H -2.14 -2.51 1.00
H 1.37 2.08 1.30
C -3.59 -2.07 -4.96
C 0.40 -6.88 -3.37
C 0.60 5.90 -0.23
*
```

Atom charges from the Löwdin analysis, given in e for atoms 1 to 2:
1 H 0.061
2 C -0.611

---

What did the third record say?
Computed, not measured: a 12-piece molecular cluster, C26H54Cl23NO2P overall, with ωB97M-V/def2-TZVPD.

**LUMO energy**: -2.59 eV
**F_max**: 1.020 eV/A
**Electronic energy**: -330725.816 eV

Structure (ORCA input):
```
! wB97M-V def2-TZVPD RIJCOSX def2/J DEFGRID3
* xyz 1 1
H 1.57 0.43 -5.67
C -3.38 -1.28 -3.70
Cl -1.54 8.99 0.50
H 7.06 1.50 0.38
Cl -0.99 8.17 6.77
H 0.32 -10.82 -2.92
C -2.05 9.55 2.12
Cl 1.00 5.54 1.47
H 1.47 -1.97 -5.25
C -1.35 8.83 3.23
H 0.10 -6.86 -4.42
N 0.42 -3.30 0.00
C -0.79 -7.15 -2.51
Cl -2.22 -3.15 -5.31
C -3.97 5.13 13.39
H -1.60 9.29 4.18
Cl -2.15 -0.45 -7.97
H 2.55 0.09 -4.23
H 0.00 -4.96 2.96
C -1.25 -1.12 -9.36
Cl 6.87 -0.61 -0.62
H 2.58 2.83 3.26
Cl 2.63 7.69 -0.58
H -3.06 4.64 11.53
H -4.18 -0.54 -3.58
H -0.77 -2.96 -8.33
Cl 1.13 -5.28 -3.02
C 1.84 6.17 -1.06
C -0.53 -11.49 -4.78
Cl -5.47 4.85 14.31
O -1.56 -4.30 1.88
H -1.98 -1.54 -10.04
H -3.13 9.42 2.18
C 0.93 -1.29 -4.60
C 0.78 -4.17 1.18
C -1.19 6.43 7.06
Cl -3.78 2.59 12.41
Cl 1.03 -1.98 -2.94
Cl 3.06 2.17 -0.33
H 0.17 -2.66 -9.81
C -0.98 -3.68 -0.41
Cl -2.05 6.67 9.64
H -1.30 -3.09 -1.26
H 5.57 1.74 -1.62
H -4.82 4.50 11.52
H -0.08 6.75 -0.23
C 1.54 0.08 -4.64
Cl -1.68 -10.12 -4.86
C 7.34 1.11 -0.60
H 1.47 -1.76 2.20
H 1.56 6.27 -2.10
H 2.95 3.92 1.90
Cl -0.84 -0.49 -0.30
H 1.27 -12.06 -3.76
H -0.27 8.86 3.11
H 0.83 -5.19 0.79
C -3.92 4.34 12.11
H 1.17 -7.63 -3.25
P 0.86 -1.46 0.16
H -1.52 -6.34 -2.55
H 2.56 5.37 -0.96
H -3.26 6.60 7.62
C -1.94 -3.56 0.75
H -2.51 5.05 8.01
H -3.13 4.88 14.04
H -0.13 -3.21 2.91
H -2.89 -3.98 0.41
H -1.82 10.61 2.17
C 2.45 1.93 1.33
C -0.24 -4.12 2.31
H -1.36 5.97 6.08
Cl 0.57 1.26 -3.71
H -2.42 -0.77 -3.69
C -0.28 -2.20 -8.93
H -1.07 -12.34 -4.37
Cl -3.44 -2.34 -2.26
H -0.74 -0.30 -9.84
H 1.02 -3.60 -0.77
Cl 1.69 -9.91 -4.61
C 6.64 1.90 -1.67
H -3.67 -1.38 -5.81
Cl -0.34 -7.39 -0.79
H -4.49 -2.67 -4.91
Cl 7.19 1.46 -3.31
H -0.11 -1.28 -4.89
Cl -1.83 7.12 3.35
H -0.93 -4.72 -0.73
H 2.66 0.90 1.62
H 0.08 5.03 -0.63
Cl 4.81 2.59 2.55
H 1.79 -3.90 1.51
C 0.65 -11.17 -3.89
Cl 1.06 -1.52 -7.96
O 0.78 -1.26 1.75
C 3.07 2.91 2.29
C -2.35 6.13 7.97
H -3.93 6.20 13.16
H -0.22 -11.72 -5.79
H -0.26 6.05 7.47
H 8.42 1.16 -0.70
H 6.85 2.96 -1.54
H -1.27 -8.07 -2.84
H -2.14 -2.51 1.00
H 1.37 2.08 1.30
C -3.59 -2.07 -4.96
C 0.40 -6.88 -3.37
C 0.60 5.90 -0.23
*
```

Atom charges from the Löwdin analysis, given in e for atoms 1 to 2:
1 H 0.061
2 C -0.611

---

> What is the formula in the third record?

C26H54Cl23NO2P